ORCA calculation (ωB97M-V/def2-TZVPD) on C40H44N5PS4SeTi as an isolated structure.

The geometry in XYZ format:
```
96
C40H44N5PS4SeTi (ωB97M-V/def2-TZVPD)
Ti -0.834 -0.407 0.033
S -3.010 0.070 -0.976
C -3.869 1.027 0.231
C -5.231 1.284 0.041
C -5.963 2.007 0.966
C -5.363 2.496 2.121
C -4.017 2.251 2.332
C -3.277 1.540 1.390
S -1.568 1.238 1.789
C -0.737 2.740 1.267
C -0.339 2.798 -0.182
C -0.021 4.039 -0.704
C 0.354 4.141 -2.030
C 0.395 2.989 -2.785
C 0.088 1.775 -2.191
C 0.157 0.570 -3.090
S -0.229 -1.040 -2.364
C 1.357 -1.816 -2.171
C 1.885 -2.506 -3.261
C 3.094 -3.167 -3.144
C 3.755 -3.156 -1.920
C 3.223 -2.482 -0.835
C 2.010 -1.789 -0.935
S 1.455 -0.882 0.465
N -0.277 1.669 -0.909
H -5.712 0.902 -0.849
H -7.015 2.187 0.788
H -5.936 3.053 2.849
H -3.530 2.609 3.231
H 0.154 2.808 1.894
H -1.386 3.582 1.510
H -0.082 4.912 -0.069
H 0.602 5.100 -2.465
H 0.675 3.013 -3.830
H 1.160 0.486 -3.509
H -0.543 0.711 -3.914
H 1.339 -2.523 -4.197
H 3.507 -3.700 -3.990
H 4.692 -3.687 -1.808
H 3.741 -2.482 0.116
C 5.456 0.678 -2.383
C 4.148 1.124 -1.917
N 3.129 1.475 -1.523
H 6.226 1.344 -1.999
H 5.490 0.683 -3.470
H 5.642 -0.333 -2.024
Se -3.684 -2.010 3.238
N -3.887 -3.649 2.601
C -3.070 -3.766 1.572
C -2.879 -4.926 0.759
C -1.965 -4.841 -0.237
C -1.251 -3.621 -0.475
N -1.403 -2.535 0.226
C -2.294 -2.603 1.271
N -2.453 -1.560 2.048
H -3.449 -5.823 0.957
H -1.757 -5.677 -0.889
H -0.540 -3.589 -1.293
C -0.526 0.445 5.439
C 0.769 1.268 5.317
C 0.372 2.743 5.177
C 1.563 1.062 6.607
P 1.541 0.720 3.684
C 1.979 -1.010 4.123
C 3.091 -1.406 4.867
C 3.302 -2.739 5.187
C 2.393 -3.708 4.785
C 1.273 -3.331 4.058
C 1.078 -1.998 3.729
C 3.162 1.643 3.369
C 4.095 0.767 2.521
C 2.777 2.842 2.485
C 3.936 2.173 4.577
H -1.143 0.875 6.233
H -0.316 -0.593 5.702
H -1.102 0.458 4.511
H -0.151 3.071 6.079
H -0.305 2.886 4.329
H 1.233 3.398 5.041
H 0.898 1.240 7.457
H 2.401 1.747 6.705
H 1.936 0.041 6.696
H 3.804 -0.671 5.213
H 4.175 -3.021 5.762
H 2.556 -4.747 5.040
H 0.554 -4.078 3.742
H 0.207 -1.715 3.148
H 3.592 0.403 1.625
H 4.482 -0.091 3.067
H 4.947 1.379 2.210
H 2.339 2.506 1.541
H 3.673 3.423 2.249
H 2.075 3.516 2.983
H 4.246 1.387 5.263
H 3.367 2.910 5.142
H 4.843 2.671 4.219
```

## Properties
- LUMO (spin up / spin down) (eV) = -4.04 / -4.05
- total energy (a.u.) = -7009.35194
- spin multiplicity = 2
- expectation value of S² = 0.755
- total charge = +1
- gap between HOMO and LUMO (spin up / spin down) (eV) = 5.9 / 5.9

Löwdin atomic charge list, values in e, 6 entries: Ti 0.2923; S 0.6264; C -0.6488; C -0.1105; C -0.0689; C -0.0781



ORCA calculation (ωB97M-V/def2-TZVPD) on C39H33AsBrF6N5O5SSeW as an isolated structure.

The geometry in XYZ format:
```
93
C39H33AsBrF6N5O5SSeW (ωB97M-V/def2-TZVPD)
W -0.041 0.557 0.197
C 1.096 0.601 -4.294
C 0.776 0.959 -2.980
N 0.745 0.115 -1.962
C 1.060 -1.176 -2.247
C 1.330 -1.643 -3.541
C 1.347 -0.706 -4.590
C 1.542 -3.028 -3.738
C 1.492 -3.900 -2.681
C 1.290 -3.428 -1.383
C 1.121 -2.066 -1.151
N 0.966 -1.465 0.062
C 1.531 -2.001 1.177
C 2.550 -2.950 1.218
C 2.976 -3.475 2.442
C 2.410 -3.060 3.619
C 1.434 -2.033 3.620
C 0.843 -1.527 4.794
C -0.081 -0.527 4.689
C -0.369 0.003 3.425
N 0.191 -0.415 2.302
C 1.045 -1.468 2.398
H 1.100 1.370 -5.052
H 0.538 1.991 -2.784
H 1.549 -1.031 -5.602
H 1.706 -3.389 -4.744
H 1.593 -4.963 -2.848
H 1.207 -4.125 -0.562
H 3.043 -3.257 0.308
H 3.767 -4.213 2.449
H 2.726 -3.481 4.565
H 1.122 -1.936 5.757
H -0.574 -0.092 5.547
H -1.085 0.802 3.346
O -1.304 5.442 -2.223
C -1.323 4.162 -1.838
C -2.436 3.327 -2.097
C -2.439 2.030 -1.663
N -1.330 1.602 -1.032
C -0.293 2.354 -0.799
Br 2.327 1.316 0.629
C -0.203 3.676 -1.165
H -2.122 5.688 -2.672
H -3.294 3.721 -2.626
H -3.246 1.329 -1.822
H 0.655 4.298 -0.955
C -6.810 0.894 2.028
C -5.785 1.362 3.021
C -5.828 2.649 3.552
C -4.875 3.083 4.457
C -3.849 2.225 4.830
C -3.805 0.928 4.337
C -4.772 0.504 3.442
S -2.586 2.803 5.923
O -3.198 3.493 7.013
O -1.696 1.690 6.121
N -1.732 3.942 5.115
C -0.992 3.605 3.909
C -1.817 3.732 2.611
C -1.833 2.508 1.729
O -2.848 2.115 1.189
O -0.649 1.933 1.571
H -7.484 1.699 1.743
H -7.410 0.082 2.442
H -6.327 0.516 1.126
H -6.625 3.320 3.255
H -4.930 4.080 4.878
H -3.032 0.254 4.682
H -4.744 -0.510 3.060
H -2.136 4.864 5.192
H -0.624 2.591 4.055
H -0.101 4.228 3.865
H -1.434 4.558 2.005
H -2.858 3.948 2.838
F -1.637 -1.323 -1.757
As -2.668 -1.943 -3.088
F -3.674 -0.545 -2.856
F -3.572 -2.786 -1.880
F -3.630 -2.531 -4.362
F -1.555 -3.273 -3.191
F -1.661 -1.024 -4.163
Se -2.400 -0.737 0.680
C -1.943 -2.501 1.272
C -2.111 -2.727 2.636
C -1.760 -3.954 3.179
C -1.279 -4.962 2.355
C -1.166 -4.743 0.988
C -1.488 -3.511 0.436
H -2.516 -1.952 3.278
H -1.884 -4.126 4.240
H -1.022 -5.927 2.772
H -0.842 -5.546 0.338
H -1.421 -3.354 -0.631
```

## Properties
- LUMO (spin up / spin down) (eV) = -3.67 / -5.68
- total energy (a.u.) = -10431.66186
- spin multiplicity = 4
- expectation value of S² = 3.817
- total charge = +1
- gap between HOMO and LUMO (spin up / spin down) (eV) = 7.2 / 5.8

Löwdin atomic charge list, values in e, 6 entries: W 1.3396; C -0.0029; C -0.0709; N 0.0092; C -0.1631; C -0.1362



ORCA calculation (ωB97M-V/def2-TZVPD) on a 2-piece molecular cluster, C2H8Cl2Si2 overall at a distorted geometry.

The geometry in XYZ format:
```
14
C2H8Cl2Si2 (ωB97M-V/def2-TZVPD)
C 1.916 0.175 0.960
C -2.044 -0.835 0.373
Si 0.741 1.300 -0.016
Si -0.912 0.088 -0.958
Cl -1.916 1.162 -2.273
Cl -0.066 -1.494 -1.795
H 2.958 0.365 0.921
H 1.503 0.297 2.032
H 1.846 -0.969 0.794
H -2.695 -1.564 -0.152
H -1.362 -1.318 1.098
H -2.731 -0.203 0.806
H 0.764 2.526 0.625
H 1.998 0.470 -2.415
```

## Properties
- LUMO (spin up / spin down) (eV) = -0.77 / -0.65
- total energy (a.u.) = -1580.31283
- spin multiplicity = 1
- total charge = 0
- gap between HOMO and LUMO (spin up / spin down) (eV) = 9.0 / 7.0

natural (NBO) atomic charge list, values in e, 6 entries: C -1.1203; C -1.0516; Si 0.6893; Si 1.0182; Cl -0.3307; Cl -0.3398



ORCA calculation (ωB97M-V/def2-TZVPD) on CH3NO2 in the gas phase at a distorted geometry.

The geometry in XYZ format:
```
7
CH3NO2 (ωB97M-V/def2-TZVPD)
C 0.099 0.871 -0.286
H 0.873 -1.689 0.431
H -1.301 -0.113 0.594
H 1.047 0.624 -0.770
N -0.325 -0.201 0.465
O 0.064 -1.432 -0.100
O -0.457 1.941 -0.334
```

## Properties
- LUMO (eV) = 0.73
- total energy (a.u.) = -245.07771
- spin multiplicity = 1
- total charge = 0
- SMILES = O=CNO
- gap between HOMO and LUMO (eV) = 11.1

natural (NBO) atomic charge list, values in e, 6 entries: C 0.5166; H 0.4767; H 0.3715; H 0.1057; N -0.3556; O -0.5535